# 1
C6H23NO6 | ωB97M-V/def2-TZVPD

**Lowest unoccupied orbital energy**: 0.249 eV
**Relative energy (zero: lowest compared OMol25 entry of this formula, charge and spin)**: 1.914 eV
**HOMO**: -9.12 eV
**SMILES**: CCN[C@@H](C)CC=O.O.O.O.O.O

Geometry (Å):
C -1.13980 2.51225 -0.63800
C -0.32766 1.31395 -1.12486
N -0.12182 0.17094 -0.22222
C 0.79233 0.41727 0.89267
C 0.35566 1.48215 1.90967
C 0.99991 -0.94256 1.59287
C 1.98835 -0.84139 2.72317
O 1.91476 -1.53073 3.70828
H -0.59534 3.33032 -0.17360
H -1.78211 2.13148 0.15995
H -1.82560 2.85912 -1.40225
H 0.68449 1.57245 -1.44628
H -0.74716 0.86894 -2.02227
H -1.00409 -0.16878 0.15798
H 1.71007 0.77825 0.46488
H 0.84399 1.37711 2.87872
H 0.62823 2.48233 1.57856
H -0.71367 1.41582 2.10527
H 0.00856 -1.25417 1.93050
H 1.32064 -1.67651 0.86605
H 2.76063 -0.05290 2.64301
O -3.42634 -1.02071 -1.64808
H -3.78206 -0.25791 -2.11143
H -2.82911 -0.67684 -0.96797
O -0.25126 -4.28693 -1.25836
H 0.32820 -3.63814 -1.68751
H -1.15722 -4.08971 -1.49956
O 2.97043 0.83669 -2.25354
H 2.38739 1.53973 -2.55315
H 3.85344 1.21776 -2.24366
O -3.01736 -0.15859 0.94687
H -3.21389 -0.70279 1.72452
H -3.10083 0.73445 1.31204
O 1.57731 -2.11143 -1.49257
H 1.48091 -1.16057 -1.59138
H 2.43002 -2.47034 -1.25832

=====

# 2
C17H14ClNNdO3S | ωB97M-V/def2-TZVPD

**Lowest unoccupied orbital energy (alpha / beta)**: 1.757 / 1.761 eV
**Relative energy (zero: lowest compared OMol25 entry of this formula, charge and spin)**: 0.000 eV
**HOMO (alpha / beta)**: -3.11 / -3.11 eV
**Multiplicity**: 4
**<S²>**: 3.753
**Net charge**: -1

Geometry (Å):
C -0.62619 1.64486 -0.96194
C -1.72299 0.75472 -1.14355
C -1.27560 -0.34523 -1.95465
H -2.75113 0.95284 -0.83993
C 0.10530 -0.10110 -2.28433
C 0.50306 1.10237 -1.63094
H 1.45602 1.60532 -1.74617
H -0.65462 2.64787 -0.53194
H -1.89879 -1.10777 -2.41753
H 0.68278 -0.61454 -3.04582
Nd -0.03891 -0.78881 0.30834
Cl -1.03565 0.39209 2.36228
C -2.43320 -3.65656 1.92360
C -2.06333 -4.38463 0.75021
C -3.03485 -4.11559 -0.26101
H -1.21093 -5.05436 0.65590
C -4.00728 -3.22302 0.28645
C -3.63717 -2.94248 1.63758
H -4.19329 -2.31950 2.33537
H -1.91048 -3.67192 2.87784
H -3.05233 -4.54099 -1.26266
H -4.89127 -2.84783 -0.22656
O 3.16620 1.70019 -0.15943
C 3.42173 0.49104 -0.09157
N 2.36697 -0.41346 -0.07269
S 2.60109 -1.95727 -0.64565
O 3.94419 -2.31815 0.21713
O 1.37769 -2.65178 -0.03340
C 5.01226 -1.38800 0.22815
C 6.20122 -1.93999 0.70190
C 7.35543 -1.15068 0.62803
C 7.21960 0.18480 0.22753
C 5.96094 0.78912 0.05135
C 4.80346 -0.03764 -0.05428
H 6.22241 -2.96136 1.11754
H 8.34293 -1.59310 0.82776
H 8.10776 0.80556 0.09257
H 5.87659 1.87496 -0.06801

=====

# 3
C5H14NO2 | ωB97M-V/def2-TZVPD

**Lowest unoccupied orbital energy**: -8.525 eV
**Relative energy (zero: lowest compared OMol25 entry of this formula, charge and spin)**: 11.757 eV
**HOMO**: -13.55 eV
**Net charge**: +1

Geometry (Å):
C -1.85578 -1.10026 0.52615
O -2.13159 0.19129 0.17978
C -0.35807 -1.39615 0.39199
C 0.18034 -1.36301 -1.02779
C 0.72810 -0.06146 -1.43466
C 2.31379 1.14144 0.09832
N 2.01968 0.29456 -0.80701
H -2.08483 -1.41249 1.55356
H -2.37516 -1.78889 -0.14920
H -0.17192 2.09711 -0.92851
H -0.10027 -2.29722 0.94819
H 0.21966 -0.62685 0.91168
H 1.05875 -2.02592 -1.12540
H -0.53560 -1.74165 -1.75497
H 0.65885 0.29292 -2.45532
H 0.53672 0.62544 -0.27695
H 3.33052 1.02118 0.46645
H 1.73453 1.98256 0.48429
H -0.39677 1.95870 -0.15628
H -1.54826 0.88966 0.83873
H -0.70473 2.02942 2.15425
O -0.51798 1.28964 1.56271

=====

# 4
C32H48O16 | ωB97M-V/def2-TZVPD

**Lowest unoccupied orbital energy**: 0.297 eV
**Relative energy (zero: lowest compared OMol25 entry of this formula, charge and spin)**: 0.231 eV
**HOMO**: -9.82 eV
**SMILES**: O=C1CCCO1.O=C1CCCO1.O=C1CCCO1.O=C1CCCO1.O=C1CCCO1.O=C1CCCO1.O=C1CCCO1.O=C1CCCO1

Geometry (Å):
O 8.15152 -8.19786 -21.77036
C 8.93181 -8.23946 -20.84871
C 9.34568 -7.09492 -19.90679
C 10.42160 -7.75932 -19.02688
C 10.55466 -9.19779 -19.51026
O 9.59755 -9.34931 -20.56027
H 9.78354 -6.29754 -20.50378
H 8.48509 -6.68080 -19.38508
H 11.31148 -7.14340 -19.15932
H 10.15836 -7.62477 -17.97698
H 11.53993 -9.35485 -19.95183
H 10.46428 -9.90389 -18.68786
O 9.40555 -13.54078 -13.92862
C 10.19213 -12.93237 -14.59285
C 10.51338 -13.15170 -16.06662
C 11.62911 -12.15088 -16.32398
C 11.35333 -11.08292 -15.26835
O 10.74733 -11.78359 -14.16661
H 10.84948 -14.15444 -16.32314
H 9.61799 -12.96832 -16.65832
H 12.57528 -12.67511 -16.20827
H 11.57062 -11.68152 -17.30561
H 12.32394 -10.73290 -14.91304
H 10.73921 -10.26086 -15.61671
O 7.19001 -5.05769 -17.77301
C 6.51217 -4.54792 -16.91940
C 6.96117 -4.11220 -15.54044
C 5.65040 -3.82557 -14.80382
C 4.61002 -3.72590 -15.91774
O 5.19309 -4.40598 -17.05604
H 7.48430 -4.96138 -15.10288
H 7.66318 -3.29233 -15.67799
H 5.43262 -4.50513 -13.97783
H 5.83142 -2.92746 -14.20406
H 3.71087 -4.28363 -15.67787
H 4.43247 -2.67499 -16.13115
O 10.31074 -4.73042 -14.51897
C 10.24150 -5.81877 -14.02058
C 11.35563 -6.85310 -13.93029
C 10.72976 -7.95076 -13.05734
C 9.33348 -7.49487 -12.70608
O 9.14940 -6.20480 -13.34162
H 11.73126 -7.14542 -14.90920
H 12.22482 -6.44032 -13.42136
H 10.81493 -8.96314 -13.44082
H 11.24433 -7.91050 -12.09216
H 8.60591 -8.20057 -13.11946
H 9.09838 -7.36709 -11.65328
O 4.03599 -10.61754 -18.14757
C 4.19630 -9.45413 -18.37762
C 5.03536 -8.85519 -19.49989
C 4.76200 -7.35816 -19.36978
C 3.51648 -7.26701 -18.48724
O 3.49082 -8.50459 -17.75154
H 6.06619 -9.18623 -19.38640
H 4.72239 -9.18145 -20.49128
H 5.59232 -6.89062 -18.83642
H 4.62906 -6.91388 -20.35226
H 3.57854 -6.40584 -17.82407
H 2.56382 -7.18126 -19.01241
O 5.55077 -10.04628 -10.49891
C 6.53282 -10.66406 -10.81796
C 6.94985 -12.05056 -10.37261
C 8.22649 -12.32846 -11.19147
C 8.54802 -11.01541 -11.89899
O 7.40652 -10.16709 -11.70473
H 7.13152 -11.94848 -9.30152
H 6.04115 -12.62643 -10.54028
H 9.01576 -12.65391 -10.51409
H 8.05452 -13.18462 -11.83745
H 9.38215 -10.46954 -11.45984
H 8.71465 -11.24839 -12.94616
O 8.69167 -10.56404 -16.79648
C 7.93361 -9.85584 -16.19420
C 7.47066 -8.47368 -16.60523
C 6.56543 -8.03306 -15.47092
C 6.16562 -9.36316 -14.84682
O 7.24067 -10.26117 -15.11430
H 8.28672 -7.81068 -16.88227
H 6.86081 -8.56152 -17.50771
H 7.12249 -7.43020 -14.74721
H 5.68969 -7.45496 -15.76234
H 5.85756 -9.35331 -13.80258
H 5.26277 -9.72777 -15.35600
O 8.54016 -15.49302 -18.08547
C 7.65533 -14.75692 -17.75559
C 7.06824 -14.65103 -16.36919
C 5.77472 -13.89242 -16.57880
C 6.05404 -13.14603 -17.89996
O 7.11199 -13.82438 -18.57097
H 7.00891 -15.69116 -16.05659
H 7.76106 -14.04674 -15.78296
H 4.90652 -14.54673 -16.59838
H 5.69894 -13.16990 -15.76688
H 5.16110 -13.10730 -18.52352
H 6.30702 -12.10176 -17.70373

=====

# 5
C27H58NP3Ti | ωB97M-V/def2-TZVPD

**Lowest unoccupied orbital energy (alpha / beta)**: -1.386 / -1.385 eV
**Relative energy (zero: lowest compared OMol25 entry of this formula, charge and spin)**: 6.992 eV
**HOMO (alpha / beta)**: -3.76 / -3.77 eV
**Multiplicity**: 3
**<S²>**: 2.008

Geometry (Å):
P 1.70855 -3.01456 -0.88658
P 0.22613 4.42837 0.02359
C 1.35050 -1.45856 -1.86825
C 1.30670 -0.00353 -1.53618
H 0.29947 -1.68474 -2.18745
H 1.98272 -1.65247 -2.76918
H 1.13011 0.29144 -0.49551
H 2.14596 0.58487 -1.95629
C -1.31082 4.43240 -0.96366
H -1.98136 5.18236 -0.50786
H -1.77933 3.43787 -0.92256
H -1.09779 4.70135 -2.00768
C 1.35482 4.99314 -1.30119
H 0.80241 5.22412 -2.23196
H 2.12505 4.20887 -1.47110
H 1.81766 5.91170 -0.88448
C 0.28869 -3.97914 -1.51338
H 0.24008 -4.96298 -1.02589
H 0.37039 -4.08082 -2.60840
H -0.64319 -3.41896 -1.29861
C 3.26360 -3.67475 -1.46534
H 4.05177 -2.91480 -1.41539
H 3.16047 -4.00607 -2.50417
H 3.53922 -4.52527 -0.83398
Ti -0.72524 0.32324 -2.66992
C -0.19297 1.82155 -3.89645
C -1.58192 1.83256 -3.74070
C -2.58063 1.28205 -4.77469
C -2.36905 -0.18569 -5.14513
C -1.49543 -0.92125 -4.13929
C -0.09258 -1.01359 -4.27606
C 0.71456 -0.17169 -5.22558
C 0.48663 1.34846 -5.17369
C 1.30001 -2.60993 0.80904
H 0.48557 2.34235 -3.18464
H -2.03497 2.55449 -3.05268
H -2.53608 1.84838 -5.72261
H -3.59904 1.41733 -4.36205
H -3.36094 -0.64454 -5.27283
H -1.94836 -0.25401 -6.16344
H -2.01009 -1.80580 -3.73152
H 0.36769 -1.99068 -4.10016
H 0.65797 -0.53188 -6.26648
H 1.75546 -0.34001 -4.91675
H 1.47484 1.84197 -5.20424
H -0.05903 1.69612 -6.07526
H 2.20897 -2.41680 1.37665
H 0.73622 -3.42440 1.26724
H 0.66960 -1.71514 0.84075
C -3.68017 1.06612 1.34435
C -2.31961 1.51808 1.88627
C -2.22788 3.02989 2.20878
C -2.02610 0.74678 3.19027
P -1.13563 1.21340 0.30548
N -1.73933 0.58308 -1.03153
C 1.84565 1.36866 2.91940
C 2.20677 0.00006 2.51529
C 2.20034 2.51389 2.05820
C 1.18237 1.61877 4.21072
C 0.21921 -3.45679 4.62061
C -0.10943 -2.52625 5.72168
C -0.84263 -4.18259 3.90458
C 1.63182 -3.71960 4.27725
H -4.46599 1.68152 1.79821
H -3.85134 0.01670 1.61923
H -3.71990 1.14454 0.25420
H -3.16820 3.34270 2.68398
H -1.40785 3.25266 2.91421
H -2.05225 3.64657 1.31508
H -1.73005 -0.30126 3.04539
H -1.27700 1.22393 3.84144
H -2.95978 0.75496 3.77786
H 2.33812 -0.05419 1.42222
H 3.15600 -0.37117 2.95267
H 1.41906 -0.72062 2.79952
H 1.37548 3.24449 2.03013
H 3.10015 3.06863 2.39408
H 2.37693 2.20973 1.01545
H 0.48056 2.46724 4.13542
H 0.63277 0.73108 4.56192
H 1.86508 1.89353 5.03050
H -1.11736 -2.74015 6.12166
H 0.62482 -2.59860 6.54959
H -0.11045 -1.46626 5.38720
H -0.71583 -5.27783 3.98309
H -0.84810 -3.93782 2.82779
H -1.82898 -3.92125 4.31335
H 1.79255 -4.78584 4.02990
H 1.95550 -3.13810 3.38948
H 2.30765 -3.44156 5.10705

=====

# 6
C18H23CoIN4O5S2 | ωB97M-V/def2-TZVPD

**Lowest unoccupied orbital energy (alpha / beta)**: -4.330 / -4.333 eV
**Relative energy (zero: lowest compared OMol25 entry of this formula, charge and spin)**: 0.886 eV
**HOMO (alpha / beta)**: -10.76 / -10.76 eV
**Net charge**: +1

Geometry (Å):
Co -0.63184 -0.26681 -0.53364
C -1.24340 0.41911 3.91089
C 0.09513 -0.13179 3.52910
N 0.97316 -0.42807 4.44935
C 2.18483 -0.91865 4.10946
C 2.56773 -1.12682 2.81443
C 3.95750 -1.64278 2.52602
O 3.97716 -2.80582 1.70256
C 1.64637 -0.79581 1.78634
C 2.00211 -0.99341 0.41808
N 1.41013 -0.54643 -0.64356
C 2.03795 -0.81730 -1.90212
C 3.39569 -1.14905 -1.99251
C 3.98964 -1.46773 -3.19838
C 3.25431 -1.42948 -4.37421
C 1.93606 -1.01945 -4.32649
C 1.35892 -0.71143 -3.10492
I -0.61140 -0.02546 -3.16314
C 0.38973 -0.31268 2.13935
O -0.53788 -0.03834 1.27727
H -1.30487 0.51261 4.99120
H -2.03925 -0.23304 3.54626
H -1.39324 1.39351 3.44197
H 2.85282 -1.13901 4.93340
H 4.47279 -1.82365 3.47025
H 4.52297 -0.88770 1.97644
H 3.69546 -3.56796 2.21910
H 2.88070 -1.61543 0.29258
H 4.01204 -1.13729 -1.10526
H 5.03726 -1.73463 -3.21824
H 3.70507 -1.69233 -5.32109
H 1.35624 -0.93055 -5.23507
C -2.87198 -3.50410 -0.08000
S -2.18129 -2.27134 -1.13703
O -0.69735 -2.27434 -0.91049
O -2.59271 -2.55746 -2.47291
O -2.58438 -0.90575 -0.65132
H -2.88713 -4.41559 -0.67301
H -3.88595 -3.21055 0.18215
H -2.24588 -3.61830 0.80036
C -2.68918 5.38216 -0.62642
N -1.68144 4.32623 -0.72694
C -1.79485 2.99789 -0.67778
S -0.31166 2.14263 -0.50619
N -2.94144 2.32576 -0.73973
C -4.29371 2.83662 -0.96134
H -2.16622 6.33028 -0.70704
H -3.19976 5.35899 0.33495
H -3.41405 5.32746 -1.43234
H -0.72293 4.63157 -0.66708
H -2.84533 1.32065 -0.71462
H -4.56410 3.57819 -0.21720
H -4.98066 2.00055 -0.87309
H -4.39789 3.26214 -1.95831

=====

> Look up the relative energy (zero: lowest compared OMol25 entry of this formula, charge and spin) of the sixth one.

0.886 eV

=====

> Look up the relative energy (zero: lowest compared OMol25 entry of this formula, charge and spin) of the first one.

1.914 eV

=====

> Number 1 is which compound?

C6H23NO6

=====

> The lowest relative energy (zero: lowest compared OMol25 entry of this formula, charge and spin) belongs to which entry?

C17H14ClNNdO3S